Entry from the Open Molecules 2025 dataset: a 2-piece molecular cluster, C25H41F5N2O3 overall in a non-equilibrium geometry (ωB97M-V/def2-TZVPD).

The geometry in XYZ format:
```
76
Properties=species:S:1:pos:R:3:forces:R:3
C -2.339603 -9.379485 3.246487 0.28 -0.01 0.43
C -1.972592 -8.076161 2.391942 -0.31 0.27 1.48
O -2.492047 -8.084983 1.039244 1.22 0.72 -0.05
C -1.709079 -7.275166 0.148055 0.99 0.48 -0.82
C -1.491960 -5.754914 0.701038 -1.02 -2.16 1.56
O -1.359860 -4.820847 -0.402847 -0.67 -1.48 0.34
N -0.562726 -3.751183 -0.101153 1.76 1.87 0.06
C 0.928873 -4.059886 -0.147624 1.97 -0.64 0.78
C 1.750948 -3.093467 -1.128951 -1.14 0.23 0.04
C 1.815821 -3.572004 -2.657201 0.60 0.51 0.29
C 2.355519 -5.052908 -2.880062 -1.07 0.51 -2.17
F 2.676679 -5.150546 -4.283389 -0.46 0.03 3.00
F 1.338959 -6.053945 -2.677180 2.44 2.09 0.15
C 3.710155 -5.409196 -2.105904 2.06 -2.53 -0.45
F 4.787191 -4.554127 -2.441946 -3.10 -1.71 1.18
F 3.579837 -5.527738 -0.708289 0.18 0.76 -3.08
F 4.103700 -6.706633 -2.571783 -0.94 3.06 1.26
C -0.900783 -3.039247 1.182471 -1.09 2.45 2.11
C -0.374615 -1.528072 1.230962 1.91 2.62 0.26
C 0.892315 -1.246142 2.116517 -0.91 2.28 -1.24
C 1.503647 0.162760 2.301699 -3.83 -0.06 -2.67
C 0.801840 1.352869 1.567387 -1.11 -3.91 -0.34
C -0.433672 1.060677 0.660186 1.03 -1.98 1.31
C -1.043325 -0.356583 0.470167 3.17 0.31 2.46
H -1.983028 -10.362447 2.768373 -0.72 1.60 0.49
H -3.453799 -9.433088 3.544212 1.77 0.08 -0.86
H -1.771003 -9.307257 4.249042 -0.80 0.06 -1.57
H -2.474751 -7.184115 2.934114 0.94 -1.28 -0.68
H -0.833540 -7.904227 2.422300 -1.56 -0.42 -0.27
H -2.191884 -7.259478 -0.891919 0.38 0.02 1.71
H -0.653771 -7.725724 -0.011222 -1.54 0.55 0.36
H -0.594668 -5.808374 1.401537 -0.91 0.54 -1.20
H -2.410641 -5.544907 1.368276 1.34 0.16 -1.28
H -0.717127 -3.052384 -0.864885 -0.22 -0.67 0.59
H 1.350965 -3.918118 0.918340 -0.84 -0.11 -1.76
H 1.038771 -5.173524 -0.374073 -0.29 1.62 0.02
H 1.186615 -2.081982 -1.131458 1.11 -1.43 0.10
H 2.766093 -2.897490 -0.652381 -1.30 -0.39 -0.81
H 2.569207 -2.872652 -3.184945 -1.13 -1.25 0.77
H 0.807189 -3.377516 -3.178123 1.55 -0.85 0.72
H -0.451166 -3.553862 2.112164 -0.79 0.44 -1.84
H -2.050757 -2.997076 1.262384 1.80 -0.33 -0.23
H 1.399150 -2.119556 2.657723 -0.92 1.33 -0.84
H 2.402091 0.417073 2.947645 -1.35 -0.79 -0.90
H 1.213285 2.407888 1.708578 -0.96 -1.53 -0.48
H -0.932540 1.943465 0.136294 0.84 -1.07 0.85
H -1.970611 -0.558132 -0.176108 1.55 0.58 1.10
C 0.066674 5.825574 -2.630118 0.36 0.08 -0.44
C 0.554957 6.067093 -1.186933 0.05 0.43 -0.45
C 1.159148 7.484922 -1.074719 0.19 0.07 0.05
C 0.151066 8.627698 -1.136949 0.07 0.25 -0.07
C -1.237613 8.243626 -0.632617 -0.16 -0.04 -0.15
C -1.267193 7.034643 0.328895 0.11 0.26 -0.27
N -0.641911 5.895132 -0.346153 -0.32 -0.16 0.01
O -0.636181 4.740693 0.425034 0.12 -0.60 0.43
C -2.756781 6.711521 0.572307 -0.04 -0.16 0.16
C -0.635653 7.428705 1.679417 0.02 0.07 0.33
C 1.722594 5.089277 -0.926962 -0.25 -0.18 0.31
H -0.330888 4.813517 -2.745746 -0.01 0.05 0.23
H 0.883840 5.942227 -3.354502 0.06 -0.01 -0.04
H -0.724753 6.522362 -2.916075 0.03 0.00 0.16
H 1.711555 7.567794 -0.132234 -0.09 -0.23 -0.01
H 1.912346 7.638940 -1.859351 -0.06 -0.17 0.03
H 0.538739 9.469912 -0.552763 0.02 -0.05 -0.06
H 0.066550 8.993881 -2.165703 -0.01 0.00 0.06
H -1.702083 9.119566 -0.164478 -0.02 -0.17 0.14
H -1.863940 8.019268 -1.503957 -0.02 -0.22 0.16
H -3.241756 6.379606 -0.351191 0.20 -0.01 0.02
H -3.296670 7.597308 0.927803 0.15 0.07 -0.01
H -2.889559 5.928111 1.323887 0.21 0.00 -0.16
H -1.168420 8.281709 2.117816 -0.01 -0.01 -0.08
H 0.414775 7.718279 1.591984 -0.04 -0.04 -0.11
H -0.692294 6.613020 2.405097 0.01 -0.11 -0.26
H 2.538844 5.265166 -1.637932 -0.15 0.24 -0.04
H 1.421222 4.045736 -1.048834 -0.16 0.15 0.15
H 2.134084 5.215123 0.079286 -0.17 -0.05 -0.03
```
Positions in Å, forces in eV/Å.

The HOMO energy is -3.18 eV. The calculation puts the total energy at -49286.38383 eV.

Atom charges from the Löwdin analysis, given in e for atoms 1 to 5: C -0.0869; C -0.2701; O -0.1704; C -0.1662; C -0.1436



Entry from the Open Molecules 2025 dataset: one molecule with the formula C14H14O3 (ωB97M-V/def2-TZVPD).

The geometry in XYZ format:
```
31
Properties=species:S:1:pos:R:3:forces:R:3
O -1.704547 -2.831686 0.879492 -0.07 0.07 -0.01
C -1.164207 -1.751107 0.918408 0.24 -0.23 0.40
C 0.222830 -1.613596 1.540225 0.11 -0.19 -0.06
C 1.291060 -0.940774 0.665924 -0.74 -0.24 0.52
C 1.003775 -1.034238 -0.820863 0.39 0.11 -0.17
O 0.037506 -1.601401 -1.257143 0.17 -0.12 -0.15
C 2.023078 -0.369921 -1.715964 0.12 -0.02 -0.25
C 3.094211 0.394599 -0.949706 -0.13 0.06 -0.04
C 2.440894 1.274602 0.106295 0.28 0.22 0.04
C 1.604191 0.492803 1.086328 0.18 0.01 -0.18
O 1.229644 0.951421 2.133156 0.10 0.07 0.10
C -1.856664 -0.519617 0.455374 -0.50 0.24 -0.17
C -2.738618 -0.648663 -0.617181 0.08 0.00 0.08
C -3.414507 0.451545 -1.106176 -0.04 -0.09 -0.04
C -3.234305 1.692781 -0.516217 0.03 0.11 0.07
C -2.382298 1.823345 0.567537 -0.09 0.19 -0.07
C -1.692582 0.725923 1.053320 0.07 -0.27 0.04
H 0.123403 -1.033751 2.462233 0.06 -0.05 -0.02
H 0.538403 -2.624485 1.804410 -0.10 0.10 -0.01
H 2.246376 -1.464903 0.811712 0.02 0.03 -0.06
H 1.473118 0.300644 -2.381894 -0.02 -0.02 -0.01
H 2.466302 -1.141198 -2.350624 -0.09 -0.02 -0.02
H 3.670877 1.010899 -1.641004 0.03 -0.06 0.06
H 3.790157 -0.299633 -0.473494 0.07 0.02 -0.03
H 1.769098 1.995849 -0.370300 -0.03 0.04 0.00
H 3.180689 1.851971 0.664463 -0.11 0.02 0.04
H -2.862717 -1.623612 -1.062191 -0.01 -0.09 -0.05
H -4.086512 0.343579 -1.944853 -0.04 -0.01 -0.07
H -3.763452 2.555382 -0.894814 -0.04 0.06 -0.03
H -2.253541 2.785745 1.041437 0.00 0.07 0.04
H -1.051662 0.847507 1.912099 0.08 -0.03 0.04
```
Positions in Å, forces in eV/Å.

The structure (SMILES) is O=C(CC1C(=O)CCCC1=O)c1ccccc1. The HOMO energy is -9.20 eV. The calculation puts the total energy at -20887.69464 eV. The energy above the lowest of the compared OMol25 structures with the same formula, charge and spin comes out at 0.0 kcal per mole.

Atom charges from the Löwdin analysis, given in e for atoms 1 to 5: O 0.1016; C -0.3766; C -0.0396; C -0.1359; C -0.3275



Entry from the Open Molecules 2025 dataset: a 2-piece molecular cluster, C5H15N4O overall in a non-equilibrium geometry (ωB97M-V/def2-TZVPD).

The geometry in XYZ format:
```
25
Properties=species:S:1:pos:R:3:forces:R:3
C -2.265941 -2.700519 0.832103 -0.18 -0.39 0.07
C -2.288332 -1.378633 0.063388 -1.52 -0.75 1.46
O -1.337491 -1.088769 -0.695668 0.25 -0.27 -0.26
N -3.325079 -0.597129 0.242098 0.55 0.67 -1.28
H -3.308601 -2.950460 1.035203 -0.09 0.08 -0.22
H -1.795593 -2.631009 1.814293 0.42 0.33 -0.23
H -3.469266 0.135705 -0.445241 -0.08 0.25 0.27
H -4.109114 -0.809496 0.837461 -0.02 -0.43 0.21
H -1.845122 -3.516846 0.252227 0.28 0.13 -0.08
C 1.852369 -0.172764 0.078262 0.84 1.71 0.50
C 3.276789 -0.672928 -0.070808 0.51 0.07 0.25
C 0.697838 1.957511 -0.477449 0.16 0.79 0.96
N 1.803979 1.214280 -0.479341 -0.62 -0.92 -1.03
N -0.428905 1.554792 0.152438 0.66 -0.42 -0.39
N 0.713554 3.206533 -0.926216 -0.75 0.05 -0.29
H 1.122112 -0.786780 -0.418246 -0.21 -0.42 -0.05
H 1.664895 0.022444 1.125782 -0.49 -0.66 0.42
H 3.311891 -1.756657 -0.024424 0.01 -0.09 -0.66
H 3.986674 -0.380581 0.706779 -0.57 0.39 0.32
H 2.348729 1.301069 -1.328772 0.39 0.40 0.18
H -0.419159 0.699599 0.665528 0.17 -0.13 0.29
H -1.194028 2.175077 0.305797 -0.17 0.45 0.15
H 1.393500 3.612437 -1.546085 0.38 -0.20 0.10
H -0.098287 3.774273 -0.742740 0.04 0.13 -0.24
H 3.712588 -0.211150 -0.956370 0.05 -0.78 -0.44
```
Positions in Å, forces in eV/Å.

As for the net charge: +2. As for the spin multiplicity: 2. The HOMO energy (spin up / spin down) is -17.66 / -17.65 eV. The calculation puts the total energy at -13418.71180 eV. The energy above the lowest of the compared OMol25 structures with the same formula, charge and spin comes out at 0.0 kcal per mole.

Atom charges from the Löwdin analysis, given in e for atoms 1 to 5: C 0.0949; C -0.4030; O 0.3177; N 0.2733; H 0.1185



Entry from the Open Molecules 2025 dataset: a 9-piece molecular cluster, C38H87BBrNO15PS overall in a non-equilibrium geometry (ωB97M-V/def2-TZVPD).

The geometry in XYZ format:
```
145
Properties=species:S:1:pos:R:3:forces:R:3
C -0.056064 -1.106457 4.784588 1.03 0.58 -0.50
B 0.298966 -1.706977 3.279974 0.03 -1.70 1.41
O 0.408650 -3.138256 3.283250 -0.94 1.98 -0.14
C 0.566914 -0.728734 1.973899 -0.04 0.25 0.03
C -0.729551 0.250812 2.147439 -0.03 1.16 -0.48
C -2.127479 -0.497920 2.276121 -1.11 0.68 0.07
C -3.328780 0.410170 1.645769 -1.01 -0.98 1.86
C -3.670509 1.636999 2.659543 0.38 -0.83 -0.55
C -4.640550 -0.559248 1.710398 -0.05 0.10 0.04
C 2.035099 -0.036652 2.143051 1.54 0.78 1.29
C 2.920616 -0.452881 3.438040 1.01 0.30 0.65
C 4.387662 0.259615 3.482682 0.04 -0.35 0.61
C 5.489587 -0.691282 4.196362 -0.01 2.04 0.30
S 6.419018 -1.780954 3.016663 -0.50 -0.05 -0.26
C 2.252324 1.535089 2.006600 0.87 0.91 0.43
O 1.315553 2.295826 1.207896 -0.51 1.08 2.10
C 0.771833 3.364694 2.022173 -4.06 1.75 1.83
C 1.675190 4.594926 2.554912 0.59 -1.15 0.24
O -0.440139 3.393458 2.373555 4.94 -0.90 -2.09
N 2.893903 -0.572112 1.029911 -2.41 -2.34 -3.17
C 2.224579 -1.250415 0.110630 -1.95 0.56 2.26
P 3.336562 -1.869085 -1.287817 1.87 -1.14 -0.23
O 3.843707 -3.450373 -0.769938 -1.11 2.57 0.39
Br 2.240541 -2.229288 -3.211818 0.08 -0.24 1.26
C 0.664742 -1.364512 0.502104 0.94 -1.41 -2.15
C 0.434672 -2.956263 0.251709 0.39 -0.99 -0.51
C -1.090456 -3.446271 0.297431 -2.16 -0.37 -1.17
O -1.913511 -3.462915 -0.656227 3.56 0.43 3.08
C -0.206155 -0.754135 -0.712671 -0.77 0.92 -0.37
C 0.213794 0.689213 -1.239178 -1.01 0.84 -0.78
C 0.024621 0.892841 -2.848871 0.49 1.18 1.35
C 0.473548 2.426810 -3.134225 1.25 2.26 -4.52
O 0.728415 2.854262 -4.315211 -1.26 -2.48 5.65
O 0.650766 3.387645 -2.045323 0.39 -2.37 -1.14
H -1.136767 -1.302668 5.090055 1.49 0.41 -0.31
H 0.663172 -1.636777 5.500045 -1.13 0.60 -0.76
H 0.225383 0.014628 4.838003 -0.90 -1.73 0.16
H -0.053886 -3.509360 4.073819 0.79 0.44 -0.77
H -0.831714 0.986562 1.261087 0.41 -1.35 1.40
H -0.614067 0.952486 3.059330 0.02 -1.31 -1.49
H -2.220383 -1.515339 1.774713 0.59 1.17 0.48
H -2.443207 -0.653249 3.379229 0.67 0.19 -1.72
H -3.101976 0.764894 0.584353 -0.21 -0.53 1.40
H -4.449643 2.320766 2.168595 1.31 -0.83 0.86
H -2.705588 2.176475 2.955322 -1.51 -0.39 -0.55
H -4.132289 1.198438 3.616230 0.76 0.70 -1.54
H -5.116098 -0.502777 2.762542 0.83 -0.02 -1.67
H -5.455767 -0.254194 0.975284 1.12 -0.34 0.96
H -4.382200 -1.662755 1.540014 -0.27 1.53 0.00
H 2.441088 -0.110595 4.432761 0.41 -0.88 -1.78
H 3.178838 -1.582164 3.453016 -1.02 1.66 -0.12
H 4.309952 1.218062 4.101185 0.13 -1.25 -0.93
H 4.799303 0.546025 2.462158 -0.51 -0.35 1.27
H 5.037637 -1.313900 5.054992 0.74 0.68 -1.62
H 6.254779 0.022980 4.677403 -1.16 -1.22 -0.65
H 6.707497 -0.989069 1.910848 -0.41 -0.07 1.24
H 3.269527 1.699129 1.474490 -1.48 -0.29 1.23
H 2.292496 1.984319 3.066816 0.06 -0.80 -1.58
H 2.059168 5.243000 1.699864 -0.40 -1.06 1.10
H 1.104801 5.248028 3.315007 0.57 -1.36 -1.51
H 2.540427 4.106548 3.149054 -1.07 1.08 -1.10
H 3.895407 -0.471467 0.813427 -0.27 0.51 0.97
H 4.298139 -3.270344 0.098106 -0.30 -0.54 -0.95
H 0.797354 -3.169803 -0.827273 -0.74 0.43 1.65
H 1.116942 -3.618424 0.911436 -1.49 1.09 -0.70
H -1.474529 -3.844136 1.315911 0.81 0.61 -1.29
H -1.304337 -0.693463 -0.351539 1.80 -0.16 -0.50
H -0.248331 -1.454999 -1.631292 0.35 0.83 1.78
H 1.275000 1.034511 -1.010695 -1.27 -0.72 -0.03
H -0.483761 1.490908 -0.782229 1.37 -1.30 -0.52
H -1.054916 0.703620 -3.181584 1.59 0.45 0.43
H 0.738542 0.254367 -3.463996 -1.03 0.88 0.77
H 1.622463 3.546570 -1.944563 -1.13 0.00 -0.45
C -9.903051 -1.192699 1.949858 -0.11 -0.11 -0.07
C -8.390677 -1.104645 2.000050 -0.28 0.23 0.21
O -7.969647 0.241886 1.815106 0.18 0.13 -0.04
H -10.276981 -0.822482 0.991969 0.09 -0.09 0.04
H -10.238942 -2.223565 2.085063 -0.04 0.07 0.02
H -10.352817 -0.571214 2.729707 0.03 -0.12 0.04
H -7.946103 -1.709227 1.206519 0.08 0.19 0.03
H -8.010009 -1.463392 2.962051 -0.02 -0.20 -0.04
H -8.358986 0.769144 2.525082 0.09 -0.09 -0.20
C 0.336513 6.381392 -4.124644 0.19 -0.19 0.00
C -1.169506 6.532140 -4.199041 0.27 0.46 -0.08
O -1.541626 7.880384 -3.949908 -0.15 -0.01 0.35
H 0.705146 6.684891 -3.140925 -0.13 -0.03 -0.01
H 0.636799 5.346899 -4.303264 0.03 0.07 -0.05
H 0.826866 7.028045 -4.858477 -0.07 -0.09 -0.06
H -1.654204 5.903739 -3.448343 -0.06 0.15 -0.03
H -1.542702 6.241076 -5.186891 0.05 -0.24 0.00
H -1.116352 8.429658 -4.624480 -0.21 -0.14 -0.03
C -0.349208 -5.835035 -4.182316 -0.04 -0.08 -0.09
C -0.715903 -5.801715 -2.712477 0.08 0.29 -0.32
O 0.431175 -6.061912 -1.912931 0.17 -0.10 0.39
H 0.068509 -6.808634 -4.452123 -0.12 0.04 -0.01
H -1.222822 -5.641041 -4.808811 0.09 0.00 -0.02
H 0.416828 -5.085666 -4.405137 -0.09 0.05 -0.03
H -1.464326 -6.564493 -2.488391 0.17 0.03 0.14
H -1.122131 -4.825562 -2.432388 -0.20 -0.09 -0.12
H 1.081213 -5.377317 -2.109821 -0.01 -0.13 -0.02
C 0.555828 -10.095139 -5.040532 -0.13 -0.14 -0.06
C 2.068629 -10.013745 -5.018945 -0.31 0.15 0.20
O 2.486427 -8.670383 -5.229302 0.30 0.22 -0.05
H 0.165790 -9.736420 -5.996512 0.10 -0.10 0.03
H 0.218261 -11.122423 -4.884774 -0.05 0.08 0.02
H 0.123111 -9.460643 -4.261125 0.04 -0.12 0.07
H 2.496505 -10.630929 -5.811940 0.07 0.20 0.01
H 2.466576 -10.360038 -4.059281 -0.05 -0.20 -0.02
H 2.110353 -8.133673 -4.518596 0.09 -0.12 -0.15
C 6.201454 -7.917390 -4.309686 0.08 0.17 0.14
C 6.353734 -8.790737 -5.538342 -0.38 -0.02 0.18
O 6.003601 -10.133137 -5.228272 -0.06 -0.22 0.01
H 6.836314 -8.282158 -3.497824 0.04 0.03 -0.12
H 6.471907 -6.881685 -4.530883 -0.04 -0.01 0.05
H 5.170598 -7.942111 -3.944173 0.00 0.07 -0.13
H 7.388184 -8.782106 -5.888264 -0.10 -0.19 0.03
H 5.711497 -8.438839 -6.351828 0.10 0.17 -0.01
H 5.082584 -10.132580 -4.927438 0.29 0.05 -0.15
C -3.610478 5.176215 5.893392 0.13 0.10 0.04
C -4.185955 4.582689 4.622755 -0.17 0.05 0.34
O -4.618559 3.246896 4.855359 -0.11 -0.10 0.10
H -2.768004 4.577060 6.249075 -0.02 0.04 -0.10
H -3.269246 6.200661 5.726162 -0.04 -0.03 0.07
H -4.358360 5.180699 6.691703 0.00 0.11 -0.07
H -3.429891 4.560107 3.834841 -0.12 -0.18 0.02
H -5.037545 5.171362 4.267365 0.12 0.14 -0.07
H -5.293454 3.275091 5.546760 0.15 0.00 -0.15
C 3.655989 6.289890 7.121302 0.13 0.08 0.03
C 3.081661 5.686044 5.855621 -0.14 0.10 0.40
O 2.663701 4.345251 6.094776 -0.09 -0.32 -0.22
H 4.506265 5.701477 7.475207 -0.03 0.07 -0.11
H 3.985153 7.317174 6.949238 -0.04 -0.05 0.07
H 2.911528 6.288803 7.922656 -0.01 0.11 -0.08
H 3.834703 5.669495 5.064413 -0.10 -0.17 0.03
H 2.221700 6.264008 5.501719 0.11 0.15 -0.06
H 1.991592 4.368675 6.788903 0.17 -0.02 -0.14
C -2.274798 7.886391 -8.903936 -0.01 0.03 -0.16
C -1.259272 7.855897 -7.779298 -0.35 -0.07 -0.06
O -1.734782 8.606004 -6.666699 0.13 0.10 0.08
H -2.471098 8.915425 -9.215376 0.11 -0.08 0.01
H -1.918960 7.318429 -9.766760 -0.08 0.01 0.03
H -3.229214 7.464999 -8.574854 0.08 -0.09 -0.04
H -0.314893 8.296989 -8.104995 -0.08 0.05 0.19
H -1.066543 6.828125 -7.454387 0.12 -0.06 -0.15
H -2.566172 8.205164 -6.377607 0.16 0.15 0.02
```
Positions in Å, forces in eV/Å.

As for the net charge: +1. The HOMO energy is -11.01 eV. The calculation puts the total energy at -163849.46824 eV.

Atom charges from the Löwdin analysis, given in e for atoms 1 to 5: C -0.0310; B -0.4089; O 0.0758; C -0.1122; C -0.1256